# 1
68
Properties=species:S:1:pos:R:3 method="wB97M-V/def2-TZVPD" total_charge=-1 spin_multiplicity=4 orbital_gap_ev="5.6603 / 6.5148" total_energy_ha=-2877.1619 homo_energy_ev="-3.001 / -3.867"
O -0.820 -3.212 -0.984
C -1.873 -2.671 -0.196
O -0.144 -1.766 1.174
C -0.096 -4.252 -0.321
H 2.904 2.073 -4.232
H -5.865 -1.770 -0.277
H -2.616 -3.449 0.008
O 1.938 -4.603 0.869
C -0.323 2.307 -3.255
H -1.321 0.702 4.293
C -0.429 2.701 1.127
H 0.692 2.808 -5.077
H -4.806 0.340 0.738
C -1.356 -2.169 1.159
C -2.484 -1.567 -1.049
H -4.825 -2.922 -1.128
C 3.964 3.585 1.243
H -4.591 -0.922 -2.720
V 1.529 -1.768 -0.061
H -0.100 -5.136 -0.970
C 0.789 2.415 -4.073
N 3.445 -1.516 0.280
H 3.928 4.664 1.313
O 4.176 -2.746 0.156
C -0.201 0.732 2.474
H 3.634 -3.196 -0.534
H 5.977 3.407 2.016
C 1.292 -3.755 -0.056
H -1.772 -0.737 -1.102
C 1.042 1.421 -1.466
H -3.679 0.500 -2.215
C 2.876 2.878 0.782
C 4.285 -0.621 0.822
C 0.120 1.433 1.312
O -2.104 -2.227 2.133
H -1.298 2.606 -3.619
C -3.810 -0.063 0.530
C -0.198 1.805 -1.964
H -2.312 2.945 3.931
C 5.114 2.875 1.632
C 2.153 1.517 -2.309
C 4.056 0.760 1.008
H 0.194 -0.263 2.625
C 5.154 1.514 1.516
H -0.575 -4.517 0.625
H 2.818 -4.229 1.021
H -3.147 0.782 0.328
C 2.874 1.481 0.678
H -4.596 -2.627 0.605
H 6.052 0.975 1.797
H -3.444 -0.565 1.423
H -0.177 3.286 0.253
C -4.844 -2.156 -0.347
C -1.622 2.529 3.207
C -1.295 3.245 2.065
H -1.084 1.703 -1.353
O 1.997 -3.363 -1.129
H 1.983 3.423 0.498
C 2.030 2.009 -3.597
C -1.065 1.275 3.412
H -1.716 4.229 1.897
H 5.262 -1.006 1.088
H -2.541 -1.982 -2.061
C -3.874 -1.017 -0.667
P 1.336 0.644 0.181
H -5.336 0.266 -1.637
H 3.125 1.205 -1.944
C -4.402 -0.247 -1.881

---

# 2
60
Properties=species:S:1:pos:R:3 method="wB97M-V/def2-TZVPD" total_charge=+3 spin_multiplicity=6 orbital_gap_ev="4.3753 / 4.0547" total_energy_ha=-1711.8815 homo_energy_ev="-13.424 / -16.915"
C 4.431 -0.659 1.235
H 0.832 4.534 3.179
H 5.717 -0.852 2.970
H 1.473 -0.821 3.762
O -3.406 1.857 -0.896
H -1.943 -1.890 -3.647
C -1.516 -1.607 1.559
B -0.120 -2.878 -3.478
H -1.125 3.432 -3.057
H 0.618 1.211 -0.554
C -1.424 1.377 3.291
C -2.852 -1.278 1.373
C -1.660 2.447 4.160
C -2.440 1.291 -1.194
H -1.825 -2.754 -2.242
C 0.435 2.581 2.329
C 1.712 2.254 -3.438
Sb -0.001 -0.118 0.921
H -2.486 2.388 4.875
Pt -0.763 0.672 -1.467
H 3.819 -0.984 4.571
H -2.053 0.486 3.350
H 0.485 0.953 -5.783
C 2.053 -0.606 1.679
H -1.235 -1.202 -2.323
C -3.468 -3.394 2.373
C 3.621 -0.869 3.506
H 1.276 2.648 1.624
C -1.122 2.709 -3.875
H -2.102 2.239 -3.969
H -4.230 -4.105 2.691
C 4.688 -0.798 2.601
C -0.381 1.456 2.356
C 2.295 -0.776 3.042
H -1.822 -4.657 2.980
C -1.119 -2.817 2.119
H -0.810 3.167 -4.814
H -0.824 -0.080 -5.160
H -0.055 -3.062 2.246
C -3.827 -2.185 1.789
H 5.264 -0.612 0.536
C 0.158 0.339 -4.942
H -1.054 4.431 4.810
H 2.212 -1.688 -2.527
H -4.869 -1.934 1.649
C -2.115 -3.710 2.536
H 1.832 2.788 -4.395
H -3.143 -0.328 0.921
H 0.883 -0.455 -4.772
H 1.748 2.967 -2.604
N -1.350 -2.129 -2.869
H 2.515 1.511 -3.323
H 0.351 -2.412 -4.464
C 0.200 3.650 3.204
H 2.818 -2.122 -2.855
H 2.920 -0.457 -0.303
C 3.107 -0.573 0.767
H 0.456 -3.583 -2.712
P 0.080 1.412 -3.475
C -0.859 3.596 4.132